DFT (ωB97M-V with the def2-TZVPD basis set) results for an isolated ion of composition C5H12NS and charge +1 at a distorted geometry.

Structure (XYZ):
```
19
Properties=species:S:1:pos:R:3:forces:R:3:mulliken_charge:R:1
S 2.610327 -0.392580 -0.263500 0.2 0.3 0.4 -0.262
H -2.178360 0.934575 -0.884964 -0.2 0.1 0.0 0.440
H 0.738930 0.010383 1.966908 0.0 -0.1 0.1 0.268
H 0.725425 -1.176675 -0.563306 -0.4 0.1 -0.2 0.201
H -0.756680 -0.953795 -1.355746 0.3 0.0 0.2 0.425
C 0.551872 0.780427 1.224811 0.0 -0.3 0.1 -0.566
C 1.645064 0.971797 0.222950 -2.3 -1.2 -0.5 -0.271
H -1.421960 2.253290 -0.012647 0.0 0.1 0.0 0.400
N -0.310616 -0.932745 -0.430904 0.1 0.0 -0.1 0.097
H 1.773867 1.912686 -0.273345 0.0 0.3 -0.1 0.418
H -0.529048 -1.930049 1.414512 0.1 0.1 0.0 0.302
H 0.262525 1.705220 1.714360 -0.1 -0.1 0.0 0.347
H 2.937698 0.039438 -1.488495 0.0 0.0 -0.1 0.210
H -0.719187 -2.963404 -0.008930 0.0 0.0 -0.1 0.394
H -2.012303 -1.833873 0.451194 0.1 0.1 0.0 0.324
C -1.219614 1.392215 -0.641407 -0.2 0.0 -0.2 -1.493
C -0.933988 -1.982126 0.408718 -0.3 -0.5 0.4 -0.815
H -0.783297 1.749264 -1.577854 0.0 0.0 0.0 0.354
C -0.380658 0.415948 0.097638 2.7 1.1 0.0 0.226
```
Positions in Å, forces in eV/Å.

Output
Energy ... -17696.1815 eV
Energy relative to the best compared isomer or geometry (same formula, charge and spin) ... 241.72 kJ/mol
Molar mass ... 118.2 g/mol
Net charge ... +1
Frontier orbital gap ... 8.67 eV